{"formula": "C2H13NO4", "method": "ωB97M-V with the def2-TZVPD basis set", "smiles": "C=NC.O.O.O.O", "fmax_ha_per_bohr": 0.029, "e_homo_ev": -10.4, "charge": 0, "homo_lumo_gap_ev": 11.217, "elements": ["C", "N", "C", "H", "H", "H", "H", "H", "O", "H", "H", "O", "H", "H", "O", "H", "H", "O", "H", "H"], "positions_angstrom": [[1.4620, 2.7772, -1.2003], [1.1050, 1.8039, -0.4838], [2.2425, 1.0351, 0.0794], [0.7412, 3.3233, -1.7791], [2.5040, 3.0857, -1.3395], [1.8196, 0.1758, 0.6024], [2.6983, 1.6480, 0.8570], [2.9852, 0.7139, -0.6484], [-0.6432, -2.9430, -0.1734], [-1.1000, -3.5111, -0.8007], [-1.1792, -2.1376, -0.1987], [-3.2635, -1.5860, -0.5119], [-3.1329, -0.9393, -1.2123], [-3.5877, -1.0921, 0.2457], [0.0265, -1.5573, 2.5070], [0.9630, -1.5825, 2.2639], [-0.2874, -2.2402, 1.8919], [-1.5061, 0.9196, -0.1874], [-0.6517, 1.0846, -0.6356], [-1.1955, 1.0219, 0.7238]], "nbo_charge": [-0.027, -0.429, -0.457, 0.176, 0.144, 0.207, 0.203, 0.203, -0.977, 0.476, 0.498, -0.959, 0.484, 0.481, -0.948, 0.459, 0.487, -0.983, 0.491, 0.470]}


{"formula": "C2H13NO4", "method": "ωB97M-V with the def2-TZVPD basis set", "smiles": "C=CN.O.O.O.O", "fmax_ha_per_bohr": 0.020, "e_homo_ev": -8.5, "charge": 0, "homo_lumo_gap_ev": 9.220, "elements": ["C", "C", "N", "H", "H", "H", "H", "H", "O", "H", "H", "O", "H", "H", "O", "H", "H", "O", "H", "H"], "positions_angstrom": [[-0.7055, -1.3258, -0.2556], [-0.8035, -1.3586, 1.0748], [-0.3572, -0.3599, 1.9226], [-0.2378, -0.5012, -0.7674], [-1.2195, -2.1050, -0.7968], [-1.1751, -2.2147, 1.6206], [0.3439, 0.2530, 1.5318], [-0.1308, -0.5904, 2.8712], [-2.6194, 1.3423, 0.1066], [-2.1929, 0.5788, 0.5193], [-2.8777, 1.9243, 0.8355], [2.3181, 0.9276, 0.9074], [2.5561, 1.7113, 0.4094], [2.8322, 0.1899, 0.5599], [2.8827, -1.0076, -1.2759], [2.5571, -0.2826, -1.8176], [2.0926, -1.5338, -1.0791], [-0.7441, 1.5775, -2.0099], [-0.9830, 1.3021, -2.8999], [-1.5363, 1.4728, -1.4569]], "nbo_charge": [-0.585, 0.008, -0.841, 0.220, 0.210, 0.191, 0.410, 0.380, -0.969, 0.496, 0.482, -0.973, 0.478, 0.497, -0.955, 0.477, 0.484, -0.974, 0.464, 0.501]}


{"formula": "C2H13NO5", "method": "ωB97M-V with the def2-TZVPD basis set", "smiles": "CNC=O.O.O.O.O", "fmax_ha_per_bohr": 0.021, "e_homo_ev": -10.1, "charge": 0, "homo_lumo_gap_ev": 10.044, "elements": ["C", "N", "C", "O", "H", "H", "H", "H", "H", "O", "H", "H", "O", "H", "H", "O", "H", "H", "O", "H", "H"], "positions_angstrom": [[-0.8808, -3.4187, 0.8324], [-0.4188, -2.2213, 0.1167], [0.5284, -2.4583, -0.8572], [1.3269, -3.3570, -0.7554], [-0.0912, -4.0413, 1.2303], [-1.6169, -3.9327, 0.2076], [-1.4345, -3.1318, 1.7283], [-1.2188, -1.6120, 0.0122], [0.6314, -1.7162, -1.6626], [-1.0199, 1.3559, 0.8104], [-1.6334, 2.0957, 0.9001], [-1.3306, 0.7095, 1.4620], [0.9977, 4.2005, 2.4337], [1.8813, 4.5294, 2.6370], [1.1654, 3.7187, 1.6163], [-0.1923, 1.6033, -3.7937], [-0.0804, 1.2404, -2.9095], [-0.0548, 2.5527, -3.6968], [1.5401, 1.2766, -0.1293], [0.9173, 0.5492, -0.0596], [0.9841, 2.0574, -0.1228]], "nbo_charge": [-0.427, -0.639, 0.518, -0.580, 0.235, 0.191, 0.195, 0.387, 0.121, -0.962, 0.482, 0.480, -0.932, 0.469, 0.464, -0.938, 0.469, 0.468, -0.937, 0.474, 0.462]}


{"formula": "C2H13O4S", "method": "ωB97M-V with the def2-TZVPD basis set", "fmax_ha_per_bohr": 0.022, "e_homo_ev": -3.6, "charge": -1, "homo_lumo_gap_ev": 7.098, "elements": ["C", "C", "S", "H", "H", "H", "H", "H", "H", "H", "O", "H", "H", "O", "H", "H", "O", "H", "H", "O"], "positions_angstrom": [[-0.0278, 2.3190, -2.4001], [-0.0154, 0.9850, -1.6572], [0.7843, 1.0786, -0.0028], [0.7322, 2.2841, -3.1806], [0.2200, 3.1645, -1.7624], [-0.9878, 2.4624, -2.9022], [0.4558, 0.1946, -2.2348], [-1.0234, 0.6080, -1.4769], [-1.7482, 2.6852, 2.3751], [-1.1184, 1.4670, 1.7443], [-1.9730, 1.7807, 2.0931], [1.5082, -2.1117, -0.8285], [2.5933, -2.1481, 0.1700], [2.3109, -2.6132, -0.6297], [1.4539, -1.5189, 2.3277], [0.7681, -0.6632, 1.2151], [0.6713, -1.4853, 1.7677], [-0.7554, -2.7847, 1.7475], [-2.2225, -2.4843, 1.9022], [-1.6261, -3.2198, 1.7328]], "nbo_charge": [-0.622, -0.506, -0.715, 0.188, 0.216, 0.186, 0.180, 0.186, 0.453, 0.502, -0.974, 0.482, 0.469, -0.954, 0.458, 0.496, -1.031, 0.505, 0.461, -0.979]}


{"formula": "C2H13O4S", "method": "ωB97M-V with the def2-TZVPD basis set", "fmax_ha_per_bohr": 0.022, "e_homo_ev": -3.5, "charge": -1, "homo_lumo_gap_ev": 7.129, "elements": ["C", "C", "S", "H", "H", "H", "H", "H", "H", "H", "O", "H", "H", "O", "H", "H", "O", "H", "H", "O"], "positions_angstrom": [[-0.5522, 3.9544, 0.6996], [0.4430, 2.8105, 0.4051], [-0.0820, 1.7702, -0.9647], [-0.6786, 4.5351, -0.2139], [-1.5131, 3.5598, 1.0349], [-0.1989, 4.6349, 1.4856], [1.3739, 3.3220, 0.1358], [0.6759, 2.2930, 1.3415], [-1.2841, -0.3888, -0.8538], [-2.4438, -0.8769, -0.0591], [-1.9239, -1.1207, -0.8309], [0.3737, -4.0179, 1.1078], [0.7818, -5.3427, 1.6967], [0.5075, -4.4622, 1.9482], [2.3412, -0.6932, -1.0384], [0.9015, -0.1871, -1.2347], [1.4830, -0.9755, -1.3293], [0.5902, -2.5668, -1.3350], [-0.8362, -2.9369, -0.9693], [0.0411, -3.3109, -1.0263]], "nbo_charge": [-0.609, -0.518, -0.684, 0.200, 0.193, 0.173, 0.170, 0.175, 0.501, 0.464, -0.989, 0.502, 0.455, -0.963, 0.469, 0.500, -1.018, 0.507, 0.490, -1.018]}


{"formula": "C2H14BeFO7", "method": "ωB97M-V with the def2-TZVPD basis set", "fmax_ha_per_bohr": 0.090, "e_homo_ev": -1.5, "charge": -1, "homo_lumo_gap_ev": 3.378, "elements": ["Be", "F", "O", "C", "C", "O", "H", "H", "H", "H", "O", "H", "H", "O", "H", "H", "O", "H", "H", "O", "H", "H", "O", "H", "H"], "positions_angstrom": [[7.9051, -6.1039, -10.9828], [7.6097, -7.5531, -11.3122], [3.4534, -4.0615, -10.0612], [4.8607, -4.0083, -10.0264], [5.5140, -5.1811, -10.8043], [6.8943, -4.9639, -10.7373], [5.1106, -4.0556, -8.9756], [5.0417, -3.0249, -10.4954], [5.2873, -5.3656, -11.8755], [5.3525, -6.1670, -10.3152], [8.8308, -5.4077, -12.4058], [8.1863, -5.0050, -13.0439], [9.3860, -5.8960, -13.0408], [5.7830, -9.2969, -11.8489], [6.4775, -8.7194, -11.4527], [6.2170, -9.8285, -12.5303], [6.3463, -7.1983, -13.7677], [5.4555, -6.9768, -13.5042], [6.4860, -8.0173, -13.2451], [8.5720, -9.3589, -12.8178], [8.4549, -8.5429, -12.4039], [9.5096, -9.5056, -12.6123], [9.0368, -5.9535, -9.6106], [8.9551, -6.7090, -9.0578], [8.6943, -5.2103, -9.1264]], "nbo_charge": [1.712, -0.871, -1.018, -0.087, -0.063, -1.162, 0.103, 0.112, 0.119, 0.121, -0.981, 0.529, 0.488, -0.975, 0.501, 0.466, -0.976, 0.480, 0.480, -0.959, 0.485, 0.455, -0.980, 0.499, 0.525]}


{"formula": "C2H14N2O3", "method": "ωB97M-V with the def2-TZVPD basis set", "smiles": "NCCN.O.O.O", "fmax_ha_per_bohr": 0.061, "e_homo_ev": -9.6, "charge": 0, "homo_lumo_gap_ev": 10.055, "elements": ["N", "C", "C", "N", "H", "H", "H", "H", "H", "H", "H", "H", "O", "H", "H", "O", "H", "H", "O", "H", "H"], "positions_angstrom": [[-3.1550, 1.4052, 1.7019], [-1.6646, 1.6319, 1.2331], [-0.9076, 0.2541, 0.9525], [0.4880, 0.3319, 0.4821], [-3.7843, 1.9372, 1.1492], [-3.4945, 0.4354, 1.5020], [-1.0757, 2.1763, 2.0777], [-1.6201, 2.0431, 0.2412], [-0.7456, -0.1509, 1.9715], [-1.6181, -0.3069, 0.2788], [0.9571, -0.4262, -0.0619], [0.4997, 1.0331, -0.2128], [4.1294, 0.3403, -0.1119], [3.8622, -0.6046, 0.0158], [5.0766, 0.2005, -0.4064], [0.6799, -0.5731, -2.6132], [0.7429, -0.7562, -1.6946], [0.5082, 0.3185, -2.7401], [0.5113, -3.0341, -0.8857], [0.4263, -2.3613, -1.6162], [0.1838, -3.8942, -1.2629]], "nbo_charge": [-0.843, -0.224, -0.232, -0.822, 0.353, 0.352, 0.205, 0.172, 0.197, 0.167, 0.348, 0.333, -0.933, 0.467, 0.466, -0.932, 0.451, 0.478, -0.958, 0.473, 0.482]}


{"formula": "C2H14N2O3", "method": "ωB97M-V with the def2-TZVPD basis set", "smiles": "CNCN.O.O.O", "fmax_ha_per_bohr": 0.055, "e_homo_ev": -9.5, "charge": 0, "homo_lumo_gap_ev": 9.971, "elements": ["C", "N", "C", "N", "H", "H", "H", "H", "H", "H", "H", "H", "O", "H", "H", "O", "H", "H", "O", "H", "H"], "positions_angstrom": [[0.3187, -0.6714, 2.0169], [0.6056, -1.4300, 0.8261], [1.5246, -0.7769, -0.1530], [1.3992, -1.1640, -1.6003], [-0.2693, -1.2050, 2.8517], [1.1957, -0.1976, 2.5494], [-0.4671, 0.0603, 1.7291], [0.9476, -2.2959, 1.0671], [2.5068, -0.9618, 0.3142], [1.4053, 0.3221, -0.1530], [0.3737, -1.2027, -1.8238], [1.4369, -0.2798, -2.1097], [-2.3516, -1.2454, 0.2311], [-1.3561, -1.1449, 0.2996], [-2.5127, -1.7843, -0.5231], [0.2956, 3.7022, -0.7613], [-0.1820, 3.3870, -1.4801], [-0.3671, 4.1108, -0.2286], [-1.3083, 0.8263, -1.3341], [-1.7491, 1.6357, -1.1665], [-1.4463, 0.3151, -0.5516]], "nbo_charge": [-0.434, -0.664, -0.061, -0.828, 0.219, 0.181, 0.188, 0.364, 0.163, 0.184, 0.356, 0.359, -0.967, 0.479, 0.474, -0.921, 0.461, 0.461, -0.952, 0.462, 0.475]}


{"formula": "C2H14N2O3", "method": "ωB97M-V with the def2-TZVPD basis set", "smiles": "NCCN.O.O.O", "fmax_ha_per_bohr": 0.120, "e_homo_ev": -10.1, "charge": 0, "homo_lumo_gap_ev": 10.474, "elements": ["N", "C", "C", "N", "H", "H", "H", "H", "H", "H", "H", "H", "O", "H", "H", "O", "H", "H", "O", "H", "H"], "positions_angstrom": [[1.5597, 1.3047, 1.4673], [1.0385, 0.1227, 0.6979], [0.2956, 0.7077, -0.5712], [-0.2851, -0.4462, -1.2843], [2.0636, 1.9331, 0.8220], [0.6463, 1.9434, 1.4525], [0.2054, -0.2684, 1.1935], [1.7556, -0.6006, 0.4006], [-0.4483, 1.4853, -0.3495], [1.0999, 1.1277, -1.1856], [-0.5755, -0.1597, -2.2459], [0.5139, -1.1069, -1.5194], [-2.1292, -1.0337, 1.0287], [-1.7092, -0.9484, 0.1329], [-1.4549, -0.5318, 1.5462], [5.4192, -0.1572, 2.4523], [4.8078, -0.6839, 1.9283], [5.1886, 0.7746, 2.5171], [-5.5810, -0.5619, -3.3895], [-5.2877, -0.3818, -4.4544], [-5.4037, 0.4473, -3.0115]], "nbo_charge": [-0.803, -0.215, -0.235, -0.858, 0.342, 0.336, 0.176, 0.189, 0.193, 0.163, 0.366, 0.359, -0.946, 0.490, 0.444, -0.957, 0.477, 0.481, -0.933, 0.465, 0.468]}


{"formula": "C2H14N2O3", "method": "ωB97M-V with the def2-TZVPD basis set", "smiles": "CNCN.O.O.O", "fmax_ha_per_bohr": 0.046, "e_homo_ev": -9.0, "charge": 0, "homo_lumo_gap_ev": 9.284, "elements": ["C", "N", "C", "N", "H", "H", "H", "H", "H", "H", "H", "H", "O", "H", "H", "O", "H", "H", "O", "H", "H"], "positions_angstrom": [[0.1546, 1.2423, 2.2214], [0.9412, 1.3406, 1.0390], [0.4454, 2.1606, -0.0268], [-0.7525, 1.5750, -0.7060], [0.1988, 0.2505, 2.6712], [0.2118, 2.0941, 2.9748], [-0.9181, 1.3218, 2.0086], [1.8979, 1.6011, 1.2484], [1.2491, 2.1935, -0.7508], [0.1511, 3.2135, 0.1691], [-0.5132, 0.7416, -1.2429], [-1.4646, 1.2805, -0.0623], [1.5348, -0.6316, -0.7467], [1.9177, -0.8687, 0.1037], [0.5910, -0.5553, -0.5857], [-1.8404, -2.0181, -2.0157], [-1.1067, -2.4132, -1.5251], [-1.9083, -1.0729, -1.8792], [-0.3077, -2.6881, 0.2824], [-1.0647, -3.2480, 0.5148], [0.5201, -2.9481, 0.7063]], "nbo_charge": [-0.426, -0.648, -0.056, -0.841, 0.196, 0.174, 0.189, 0.364, 0.202, 0.159, 0.339, 0.350, -0.938, 0.465, 0.468, -0.967, 0.495, 0.468, -0.976, 0.492, 0.491]}


Calculated energy relative to the best compared isomer or geometry (same formula, charge and spin) (eV), listed in the same order as above: 1.2414, 0.6366, 1.7681, 0.5414, 0.2591, 2.8825, 2.5146, 1.9907, 2.6785, 1.5962